[1]
ORCA calculation (ωB97M-V with the def2-TZVPD basis set) on a cluster of 6 separate species, C53H71Cl2N7O3S in total in a non-equilibrium geometry.

Values from the calculation:
2S+1: 1
Orbital gap, eV: 7.9
HOMO energy, eV: -7.74
SMILES string: CCCCCCc1c(CCCCN(C)C(C)=O)c(COCCOCC)cc2c1Sc1cccc(/C(Cl)=C(/C)Cl)c1N2.c1cc[nH]c1.c1cc[nH]c1.c1cc[nH]c1.c1cc[nH]c1.c1cc[nH]c1

Geometry as XYZ:
```
137
Properties=species:S:1:pos:R:3:forces:R:3:lowdin_charge:R:1
C 3.6354 -5.9357 0.9663 0.1 -0.1 -0.9 -0.09
C 3.5932 -5.1466 -0.3750 0.2 -0.3 -0.1 -0.27
C 2.1643 -4.9390 -0.9074 -0.4 0.3 1.0 -0.21
C 1.2240 -4.1019 0.0360 0.3 0.2 -0.7 -0.19
C 1.7973 -2.7171 0.4213 -0.7 0.1 0.0 -0.18
C 1.2196 -1.5436 -0.4675 -0.2 -0.6 1.1 -0.12
C -0.1423 -1.0134 0.0480 0.7 -0.1 0.0 -0.15
C -0.1066 -0.2135 1.2049 -0.4 -0.2 -0.4 -0.13
C 1.1612 0.1208 1.9682 -0.2 0.4 0.7 -0.14
C 1.5652 1.6180 1.8642 0.2 -0.5 -0.6 -0.17
C 2.0640 1.9281 0.4245 0.2 0.3 1.1 -0.15
C 3.5846 1.6743 0.3895 -1.0 -0.4 -0.5 -0.21
N 4.0391 1.6215 -1.0118 1.1 0.3 0.5 -0.13
C 5.3812 0.9860 -1.0943 -0.1 -0.1 -0.2 -0.06
C 4.1086 2.9620 -1.5734 -0.6 0.2 -1.0 -0.47
C 5.0661 4.0071 -0.9624 -0.3 -1.1 0.2 0.00
O 3.4191 3.2375 -2.5307 0.6 -0.1 0.9 0.10
C -1.3268 0.3002 1.6544 0.6 0.4 1.6 -0.13
C -1.4034 1.1940 2.9071 -1.0 -0.3 -1.4 -0.14
O -1.4801 2.5440 2.4262 0.0 -0.1 0.1 -0.16
C -2.6693 3.2093 2.7962 0.0 0.9 0.5 -0.18
C -2.8364 4.5231 2.0048 0.3 0.2 -0.7 -0.17
O -1.5855 5.1024 1.6497 -0.1 -0.1 0.1 -0.17
C -1.1876 4.7647 0.3227 -0.5 0.3 -0.5 -0.27
C -1.8270 5.6621 -0.7629 0.3 -0.6 -0.2 -0.07
C -2.5248 0.0323 1.0385 -0.3 -0.1 -0.3 0.02
C -2.5805 -0.7699 -0.0940 -0.2 0.3 0.7 -0.23
C -1.3829 -1.2811 -0.5646 0.3 -0.4 -0.8 -0.37
S -1.4168 -2.3251 -2.0107 0.0 -0.3 -0.2 1.05
C -2.9300 -1.8233 -2.8150 0.7 0.1 1.3 -0.43
C -3.0884 -2.0385 -4.1657 0.4 -0.4 -1.0 -0.11
C -4.2602 -1.7107 -4.8238 -0.3 0.2 0.5 -0.07
C -5.2665 -1.1296 -4.0646 -0.2 -0.1 -0.8 -0.05
C -5.1146 -0.9073 -2.7090 -0.7 0.9 -0.1 -0.24
C -6.3006 -0.3095 -2.0025 0.3 -1.0 0.5 -0.64
Cl -6.7680 1.3564 -2.3346 0.4 -0.5 -0.1 0.69
C -7.0222 -1.0469 -1.1467 -0.4 0.5 -0.2 -0.69
C -8.2512 -0.5799 -0.4101 0.4 -0.4 0.6 -0.12
Cl -6.5576 -2.7180 -0.8581 -0.4 0.6 0.0 0.72
C -3.9313 -1.2508 -2.0430 -1.0 0.2 -0.2 -0.23
N -3.8791 -1.0174 -0.6401 1.4 0.5 -1.0 0.10
H 4.4419 -6.6789 0.8995 -0.1 0.3 0.3 0.07
H 3.8023 -5.3036 1.8440 -0.3 -0.2 -0.1 0.07
H 2.7003 -6.5124 1.0267 0.2 0.2 0.4 0.06
H 4.1371 -5.7497 -1.1208 -0.2 0.2 0.1 0.09
H 4.1470 -4.1976 -0.3189 -0.2 -0.2 0.1 0.09
H 2.1847 -4.4374 -1.8890 0.0 -0.2 0.2 0.10
H 1.7195 -5.9443 -0.9989 0.0 0.3 -0.3 0.10
H 0.2940 -3.9231 -0.5294 0.2 -0.2 0.3 0.07
H 0.9213 -4.6416 0.9455 0.4 -0.1 -0.3 0.10
H 2.8972 -2.7038 0.3885 -0.3 0.0 -0.2 0.10
H 1.5383 -2.5468 1.4776 0.1 0.2 -0.3 0.10
H 1.9307 -0.7199 -0.3431 -0.2 -0.1 -0.7 0.08
H 1.1735 -1.9063 -1.5009 0.0 0.4 0.1 0.09
H 0.9598 -0.0844 3.0344 0.2 -0.1 -0.3 0.11
H 2.0137 -0.5212 1.7229 -0.3 0.2 -0.1 0.09
H 2.4010 1.7582 2.5695 -0.4 0.3 -0.1 0.11
H 0.7155 2.2524 2.1370 0.3 -0.1 0.0 0.08
H 1.8466 2.9665 0.1330 0.0 -0.2 0.1 0.11
H 1.5185 1.2753 -0.2663 0.3 0.2 -0.1 0.11
H 4.1292 2.4090 1.0118 -0.2 -0.1 -0.2 0.12
H 3.7686 0.6867 0.8444 0.0 0.2 -0.2 0.12
H 6.0916 1.6247 -1.6421 -0.1 -0.2 0.3 0.09
H 5.7687 0.7749 -0.0881 0.1 0.1 -0.3 0.08
H 5.3194 0.0368 -1.6463 -0.1 0.2 0.2 0.08
H 5.5443 3.5720 -0.0752 -0.1 0.4 -0.1 0.07
H 4.4578 4.8800 -0.7035 0.4 -0.1 -0.1 0.09
H 5.8472 4.2510 -1.6898 -0.3 0.1 0.1 0.09
H -2.3717 0.9542 3.3724 0.5 0.0 0.4 0.11
H -0.5629 1.0365 3.5900 -0.3 0.3 0.0 0.11
H -3.5783 2.6068 2.6210 0.3 0.0 0.2 0.12
H -2.5858 3.4802 3.8649 -0.3 -0.3 -0.2 0.13
H -3.4085 4.3728 1.0736 0.0 -0.2 0.3 0.12
H -3.3898 5.2751 2.5863 0.1 -0.4 0.1 0.13
H -0.0973 4.8744 0.2602 -0.2 -0.2 0.2 0.11
H -1.5007 3.7293 0.1108 0.6 0.1 0.1 0.12
H -2.7987 5.2523 -1.0735 0.1 0.4 0.2 0.07
H -1.9078 6.7165 -0.4780 0.0 -0.3 0.0 0.07
H -1.1743 5.5895 -1.6472 -0.3 0.2 0.2 0.08
H -3.4444 0.4556 1.4497 0.2 -0.2 -0.1 0.13
H -2.2792 -2.4853 -4.7437 0.0 0.1 0.3 0.11
H -4.4181 -1.8995 -5.8816 0.2 0.0 0.2 0.11
H -6.1996 -0.8670 -4.5656 0.2 0.0 0.3 0.12
H -8.5372 0.4340 -0.6968 0.0 -0.3 -0.1 0.04
H -9.0779 -1.2905 -0.5391 0.2 0.3 -0.1 0.08
H -8.0240 -0.5646 0.6688 -0.1 0.0 -0.3 0.09
H -4.4026 -0.1607 -0.4800 -0.4 -0.4 0.3 0.12
C -0.1329 8.3912 -4.0682 0.0 0.0 0.0 -0.11
C -0.4605 8.8235 -2.7552 0.0 0.0 0.0 -0.12
C -1.7231 9.3515 -2.8023 -0.1 0.1 0.0 -0.15
N -2.1692 9.2590 -4.0927 0.0 -0.1 0.0 0.00
C -1.2078 8.6707 -4.8690 0.0 0.0 0.0 -0.14
H 0.7859 7.9273 -4.3870 0.0 0.0 0.0 0.09
H 0.1603 8.7535 -1.8770 0.0 0.0 0.0 0.09
H -2.3402 9.7843 -2.0329 0.0 0.0 0.0 0.10
H -3.0639 9.5737 -4.4194 0.0 0.0 0.0 0.14
H -1.3713 8.5037 -5.9203 0.0 0.0 0.0 0.10
C 3.8636 4.9529 4.4365 0.0 0.0 0.0 -0.11
C 3.9161 5.9322 3.4092 0.0 0.0 -0.1 -0.12
C 2.7482 5.8389 2.6980 -0.1 -0.1 -0.1 -0.14
N 1.9959 4.8408 3.2522 0.0 0.0 0.0 0.02
C 2.6654 4.2990 4.3141 -0.1 -0.1 -0.1 -0.15
H 4.6176 4.7527 5.1800 0.0 0.0 0.0 0.09
H 4.7181 6.6255 3.2153 0.0 0.0 0.0 0.09
H 2.3893 6.3943 1.8476 0.0 0.0 0.0 0.10
H 1.0883 4.5502 2.9277 0.0 0.1 0.0 0.13
H 2.2337 3.4964 4.8885 0.0 0.0 0.0 0.10
C -0.4509 -9.7247 -0.8885 0.0 0.0 0.0 -0.11
C -1.3014 -8.7897 -1.5413 0.1 0.0 0.0 -0.11
C -1.4868 -7.7424 -0.6803 -0.1 0.2 0.1 -0.15
N -0.7924 -8.0087 0.4674 0.1 0.0 -0.1 0.00
C -0.1498 -9.2111 0.3462 0.0 0.0 0.0 -0.15
H -0.0991 -10.6641 -1.2818 0.0 0.0 0.0 0.09
H -1.7239 -8.8766 -2.5287 0.0 0.0 0.0 0.09
H -2.0542 -6.8311 -0.7720 0.0 0.0 -0.1 0.11
H -0.7596 -7.4110 1.2726 0.0 0.0 0.0 0.14
H 0.4602 -9.5964 1.1457 0.0 0.0 0.0 0.10
C 6.1842 -5.3391 -4.8541 0.0 0.0 0.0 -0.11
C 5.7973 -6.5108 -5.5589 0.0 0.0 0.0 -0.11
C 4.4968 -6.7783 -5.2226 0.0 0.0 0.0 -0.14
N 4.0842 -5.8175 -4.3402 0.0 0.0 -0.1 0.00
C 5.1051 -4.9347 -4.1148 -0.1 0.0 0.1 -0.15
H 7.1437 -4.8500 -4.8877 0.0 0.0 0.0 0.09
H 6.4045 -7.0897 -6.2351 0.0 0.0 0.0 0.09
H 3.8319 -7.5667 -5.5328 0.0 0.0 0.0 0.10
H 3.1725 -5.7675 -3.9224 0.0 0.0 0.0 0.13
H 4.9748 -4.0985 -3.4481 0.0 0.0 0.0 0.10
C -4.0477 -0.8929 7.5097 0.0 0.0 0.0 -0.11
C -3.1003 0.1535 7.6658 0.0 0.1 0.0 -0.11
C -2.3511 0.2005 6.5209 0.1 0.0 -0.1 -0.15
N -2.8062 -0.7812 5.6794 0.0 0.1 0.1 0.00
C -3.8435 -1.4469 6.2749 0.0 -0.1 -0.1 -0.14
H -4.7943 -1.2018 8.2225 0.0 0.0 0.0 0.09
H -2.9834 0.7984 8.5211 0.0 0.0 0.0 0.09
H -1.5365 0.8436 6.2324 0.0 0.0 0.0 0.10
H -2.4375 -0.9809 4.7671 0.0 0.0 0.0 0.13
H -4.3435 -2.2559 5.7694 0.0 0.0 0.0 0.11
```
Positions in Å, forces in eV/Å.

[2]
ORCA calculation (ωB97M-V with the def2-TZVPD basis set) on a structure of composition C8H17HgP2 in a non-equilibrium geometry.

Values from the calculation:
2S+1: 1
Net charge: -1
Energy relative to the best compared isomer or geometry (same formula, charge and spin), kcal/mol: 0.00
Orbital gap, eV: 3.7
HOMO energy, eV: -0.49

Geometry as XYZ:
```
28
Properties=species:S:1:pos:R:3:forces:R:3:lowdin_charge:R:1
C 0.6296 -2.6784 0.3056 -2.2 0.3 -1.6 -0.26
C 1.2095 -3.2467 -0.8848 -0.3 0.9 -0.9 -0.29
C 0.3886 -2.8972 -2.0363 -0.8 -3.3 -0.1 -0.32
C -0.9443 -2.5670 -1.5511 -0.1 -0.2 -2.4 -0.34
C -0.8773 -2.0330 -0.2303 1.8 -3.5 0.4 -0.36
Hg 0.6461 -0.5505 -0.8261 0.7 3.4 -2.4 0.42
P 2.7966 0.2728 0.3086 1.8 -1.9 -3.3 0.50
H 1.1475 -2.4445 1.2563 -0.7 -0.4 -0.6 0.03
H 2.1739 -3.8247 -1.0982 -1.2 1.2 1.0 0.09
H 0.6509 -3.2314 -3.1405 -0.8 0.6 2.6 0.09
H -1.6862 -1.5034 0.3068 0.7 -0.9 0.0 0.03
H -1.8132 -2.6752 -2.3624 1.7 1.0 2.3 0.11
H 3.2880 1.4637 -0.2965 0.3 -0.3 0.9 -0.15
H 3.8571 -0.7931 0.2659 -0.6 1.6 0.5 -0.12
H 2.4138 0.3791 1.5508 0.1 0.9 3.1 -0.24
C -1.8915 1.9218 -0.9482 -1.5 1.8 0.2 -0.38
P -0.8129 1.5798 0.5619 2.7 -1.6 -2.5 0.64
C 0.4682 2.9199 0.8251 -1.3 1.2 0.4 -0.36
C -1.6831 1.1268 2.0436 -1.2 0.2 -0.1 -0.34
H -1.2711 2.0673 -1.9491 -1.0 -0.3 2.5 0.03
H -2.5567 2.9480 -0.6629 1.4 -2.7 -1.3 0.06
H -2.5869 0.9945 -1.1397 1.3 1.8 0.6 0.04
H -0.1248 3.8063 1.2190 1.2 -0.4 -0.7 0.02
H 1.2059 2.6591 1.6464 -0.7 0.0 -1.1 0.01
H 0.9770 3.1471 -0.1782 -0.7 -0.4 1.5 0.04
H -2.3798 1.8949 2.2648 -1.3 0.6 0.8 0.00
H -2.2232 0.1624 1.8666 0.6 0.7 0.3 0.04
H -1.0016 1.1016 2.8829 0.3 -0.4 0.0 0.03
```
Positions in Å, forces in eV/Å.

Q: Which value of orbital gap does entry 2 give?
A: 3.7 eV